1.
The following is a DFT calculation (the ωB97M-V functional and the def2-TZVPD basis) of a 7-piece molecular cluster, C42H94N4O7 overall.

ORCA input file:
```
! wB97M-V def2-TZVPD RIJCOSX def2/J DEFGRID3
* xyz 0 1
C -0.039 5.205 1.489
C -0.401 5.000 0.059
C -1.508 3.989 -0.121
C -0.790 6.297 -0.597
C -0.824 6.366 -2.150
C 0.597 6.080 -2.577
C 1.079 4.657 -2.137
C 0.435 3.483 -2.932
C 2.611 4.535 -2.350
N 0.880 4.600 -0.636
O 1.260 3.324 -0.110
H -0.948 5.340 2.047
H 0.489 4.326 1.802
H 0.606 6.066 1.549
H -1.903 3.951 -1.151
H -1.201 2.955 0.195
H -2.503 4.185 0.325
H -1.762 6.626 -0.220
H 0.000 6.966 -0.332
H -1.618 5.727 -2.594
H -1.214 7.350 -2.350
H 1.263 6.835 -2.072
H 0.675 6.171 -3.643
H 0.945 2.558 -2.500
H 0.594 3.486 -4.004
H -0.636 3.431 -2.823
H 3.140 5.360 -1.877
H 2.866 4.476 -3.406
H 2.896 3.635 -1.936
H 2.140 3.562 0.228
C -1.752 -3.904 0.239
C -3.167 -3.270 0.481
C -3.621 -3.361 1.986
C -3.084 -1.779 0.215
C -2.899 -1.449 -1.321
C -3.953 -2.221 -2.084
C -4.236 -3.678 -1.814
C -5.653 -4.056 -2.355
C -3.173 -4.556 -2.537
N -4.322 -3.816 -0.289
O -4.475 -5.186 -0.056
H -1.020 -3.490 0.965
H -1.754 -4.952 0.329
H -1.480 -3.632 -0.773
H -2.754 -2.993 2.596
H -4.521 -2.868 2.249
H -3.680 -4.396 2.250
H -3.973 -1.316 0.605
H -2.268 -1.348 0.865
H -3.053 -0.377 -1.518
H -1.898 -1.729 -1.643
H -3.682 -2.224 -3.136
H -4.834 -1.659 -1.871
H -6.455 -3.483 -1.842
H -5.878 -5.101 -2.171
H -5.676 -3.832 -3.399
H -2.110 -4.223 -2.504
H -3.449 -4.580 -3.649
H -3.323 -5.558 -2.080
H -5.419 -5.350 0.188
C -3.012 1.322 2.150
C -2.996 1.021 3.635
C -4.189 1.823 4.242
C -3.165 -0.485 3.856
C -3.030 -0.749 5.334
C -1.681 -0.299 5.872
C -1.325 1.098 5.574
C -2.022 2.080 6.539
C 0.197 1.183 5.744
N -1.599 1.323 4.136
O -1.281 2.680 3.855
H -3.049 2.395 2.088
H -2.129 0.851 1.752
H -3.965 1.022 1.794
H -4.340 1.548 5.288
H -3.963 2.852 4.208
H -4.973 1.489 3.656
H -4.209 -0.770 3.576
H -2.495 -1.050 3.255
H -3.937 -0.292 5.833
H -3.241 -1.852 5.516
H -1.038 -0.940 5.345
H -1.670 -0.580 6.950
H -1.590 1.996 7.501
H -3.065 1.842 6.611
H -1.840 3.069 6.111
H 0.648 0.351 5.139
H 0.421 0.974 6.819
H 0.581 2.152 5.496
H -0.369 2.550 3.518
C 4.253 -0.810 -3.797
C 3.622 -1.791 -2.791
C 4.730 -2.324 -1.912
C 2.559 -1.094 -1.939
C 1.299 -0.747 -2.670
C 0.788 -2.001 -3.294
C 1.741 -2.768 -4.213
C 1.121 -4.145 -4.556
C 2.129 -2.053 -5.518
N 2.966 -3.013 -3.340
O 3.959 -3.667 -4.133
H 4.933 -0.139 -3.268
H 4.929 -1.269 -4.485
H 3.594 -0.199 -4.416
H 4.230 -3.111 -1.429
H 5.614 -2.613 -2.454
H 5.002 -1.522 -1.237
H 2.438 -1.810 -1.107
H 3.114 -0.250 -1.504
H 0.550 -0.270 -2.022
H 1.500 -0.048 -3.455
H -0.105 -1.834 -3.905
H 0.450 -2.704 -2.550
H 0.272 -4.009 -5.250
H 0.954 -4.748 -3.614
H 1.774 -4.742 -5.213
H 1.420 -2.328 -6.325
H 3.136 -2.477 -5.710
H 2.208 -0.931 -5.473
H 4.230 -4.457 -3.599
C 4.145 -5.668 -0.036
C 3.523 -5.879 -1.488
O 2.237 -5.358 -1.748
H 3.508 -6.034 0.734
H 4.312 -4.608 0.130
H 5.143 -6.110 0.065
H 3.496 -6.921 -1.738
H 4.252 -5.443 -2.249
H 2.327 -4.399 -1.966
C 0.480 -0.268 1.702
C 1.537 0.806 2.093
O 0.891 2.024 2.469
H -0.209 -0.627 2.513
H 0.988 -1.067 1.174
H -0.239 0.178 0.948
H 2.169 1.063 1.265
H 2.040 0.560 3.012
H 0.782 2.442 1.564
C 6.196 3.995 1.311
C 4.925 3.261 1.471
O 3.899 4.025 0.722
H 7.005 3.642 2.033
H 5.982 5.042 1.634
H 6.434 4.000 0.272
H 4.592 3.246 2.547
H 4.943 2.247 1.205
H 3.989 4.971 1.048
*
```

Calculated values
- E_tot: -65364.55017 eV
- E_LUMO: 0.4 eV
- Gap between HOMO and LUMO: 0.3127 hartree
- SMILES: CC1(C)CCCC(C)(C)N1O.CC1(C)CCCC(C)(C)N1O.CC1(C)CCCC(C)(C)N1O.CC1(C)CCCC(C)(C)N1O.CCO.CCO.CCO
- Energy relative to the best compared isomer or geometry (same formula, charge and spin): 423.9 kJ/mol

=====

2.
The following is a DFT calculation (the ωB97M-V functional and the def2-TZVPD basis) of H2ORb as an isolated structure.

ORCA input file:
```
! wB97M-V def2-TZVPD RIJCOSX def2/J DEFGRID3
* xyz 1 1
Rb -3.131 -0.046 -0.500
O 0.658 -0.029 0.207
H 1.138 0.777 0.018
H 1.336 -0.702 0.275
*
```

Calculated values
- E_tot: -2729.87565 eV
- E_LUMO: -4.2 eV
- Gap between HOMO and LUMO: 0.4047 hartree
- Energy relative to the best compared isomer or geometry (same formula, charge and spin): 24.1 kJ/mol

=====

3.
The following is a DFT calculation (the ωB97M-V functional and the def2-TZVPD basis) of a 2-piece molecular cluster, C2H4NO2S overall.

ORCA input file:
```
! wB97M-V def2-TZVPD RIJCOSX def2/J DEFGRID3
* xyz -1 1
C 0.604 0.318 0.612
C -0.348 0.492 -0.512
N 0.153 -2.233 1.617
O -0.518 2.394 1.922
O 1.148 1.015 3.114
S 0.156 1.079 2.037
H 0.257 0.479 -1.426
H -1.043 -0.351 -0.575
H -0.921 1.428 -0.471
H 0.322 -1.849 2.553
*
```

Calculated values
- E_tot: -18552.97797 eV
- E_LUMO (alpha / beta): 3.3 / 3.4 eV
- Gap between HOMO and LUMO (alpha / beta): 0.2511 / 0.2516 hartree
- Energy relative to the best compared isomer or geometry (same formula, charge and spin): 731.8 kJ/mol

=====

4.
The following is a DFT calculation (the ωB97M-V functional and the def2-TZVPD basis) of C4H4HoLiO5 as an isolated structure.

ORCA input file:
```
! wB97M-V def2-TZVPD RIJCOSX def2/J DEFGRID3
* xyz 3 6
O 2.600 0.877 -0.674
C 3.163 0.960 0.414
O 2.609 0.760 1.525
Li 3.004 1.001 3.332
Ho 0.547 0.556 0.242
C -1.519 -0.654 1.210
C -2.624 0.012 1.500
H -1.359 -1.725 1.390
H -3.087 0.818 0.929
O -4.563 -1.124 4.201
C -3.743 -1.174 3.222
O -3.482 -2.296 2.668
O -3.363 -0.055 2.751
H -4.804 -2.004 4.536
H -3.089 -2.160 1.712
*
```

Calculated values
- ⟨S²⟩: 8.760
- E_tot: -40419.77944 eV
- E_LUMO (alpha / beta): -13.1 / -14.3 eV
- Gap between HOMO and LUMO (alpha / beta): 0.2789 / 0.2221 hartree
- Energy relative to the best compared isomer or geometry (same formula, charge and spin): 150.2 kJ/mol

=====

5.
The following is a DFT calculation (the ωB97M-V functional and the def2-TZVPD basis) of a 10-piece molecular cluster, C12H42N15O12 overall.

ORCA input file:
```
! wB97M-V def2-TZVPD RIJCOSX def2/J DEFGRID3
* xyz -1 1
O -1.327 0.625 1.185
C -0.837 0.207 0.038
O -1.606 -0.072 -0.894
O 0.381 0.278 -0.042
H -0.492 0.724 1.649
C -1.683 0.831 6.746
O -1.796 1.081 7.918
N -0.707 0.061 6.216
N -2.480 1.327 5.897
H -0.637 -0.104 5.222
H 0.093 -0.208 6.770
H -2.491 1.238 4.891
H -3.019 2.071 6.316
C 5.713 2.631 3.822
O 5.990 3.808 3.666
N 4.557 2.117 4.092
N 6.632 1.695 3.779
H 4.461 1.142 4.336
H 3.778 2.740 3.933
H 6.449 0.860 4.316
H 7.597 1.880 3.543
C 1.194 -3.854 -4.892
O 1.787 -4.898 -5.360
N 1.119 -3.565 -3.578
N 0.644 -2.925 -5.640
H 0.637 -2.702 -3.370
H 1.669 -4.042 -2.878
H 0.253 -2.138 -5.141
H 0.744 -2.957 -6.644
C 5.347 -1.983 0.360
O 6.412 -2.415 0.764
N 5.158 -1.651 -0.890
N 4.274 -1.844 1.035
H 4.316 -1.284 -1.310
H 6.061 -1.657 -1.341
H 4.415 -1.854 2.035
H 3.526 -1.380 0.540
C 1.841 2.342 -5.092
O 2.399 2.730 -6.027
N 0.618 2.572 -4.752
N 2.414 1.458 -4.289
H 0.150 2.081 -4.003
H 0.118 3.046 -5.490
H 3.408 1.292 -4.350
H 1.870 1.257 -3.463
C -0.016 6.077 2.664
O 0.606 5.209 3.298
N 0.585 6.873 1.754
N -1.277 6.493 2.836
H 1.479 6.662 1.332
H 0.113 7.717 1.462
H -1.903 6.136 3.544
H -1.558 7.182 2.153
C -4.247 5.484 -2.258
O -5.009 4.787 -2.972
N -4.457 6.743 -1.999
N -3.221 4.968 -1.638
H -3.870 7.225 -1.333
H -5.230 7.213 -2.449
H -2.948 3.997 -1.686
H -2.533 5.685 -1.457
C -3.301 -6.907 -1.783
C -3.555 -6.013 -0.608
C -2.310 -6.151 0.350
O -2.375 -5.188 1.423
C -1.251 -5.269 2.198
N -3.585 -4.660 -1.096
H -3.188 -7.968 -1.562
H -2.345 -6.615 -2.218
H -3.930 -6.830 -2.670
H -4.516 -6.328 -0.202
H -1.308 -6.291 -0.056
H -2.495 -7.124 0.805
H -0.285 -5.278 1.693
H -1.199 -6.122 2.874
H -1.340 -4.423 2.879
H -3.168 -3.921 -0.548
H -2.867 -4.732 -1.803
O -4.289 0.060 -4.481
H -4.440 0.987 -4.297
H -3.718 -0.236 -3.772
*
```

Calculated values
- E_tot: -60051.52891 eV
- E_LUMO: 1.3 eV
- Gap between HOMO and LUMO: 0.2452 hartree

=====

6.
The following is a DFT calculation (the ωB97M-V functional and the def2-TZVPD basis) of the molecule C4H7NO2.

ORCA input file:
```
! wB97M-V def2-TZVPD RIJCOSX def2/J DEFGRID3
* xyz 0 1
C -1.586 -0.257 -0.189
C -0.791 0.162 0.863
N -0.482 1.431 1.079
O 0.135 -0.742 1.309
C 1.212 -0.860 0.325
C 1.001 0.211 -0.737
O 1.028 1.421 -0.228
H -2.267 0.439 -0.675
H -0.148 -0.056 -1.091
H -1.772 -1.318 -0.331
H -1.163 2.033 0.609
H 2.143 -0.689 0.868
H 1.194 -1.874 -0.092
H 1.498 0.100 -1.710
*
```

Calculated values
- E_tot: -9841.56764 eV
- E_LUMO (alpha / beta): -0.8 / -0.8 eV
- Gap between HOMO and LUMO (alpha / beta): 0.3029 / 0.3029 hartree
- Energy relative to the best compared isomer or geometry (same formula, charge and spin): 551.1 kJ/mol

=====

7.
The following is a DFT calculation (the ωB97M-V functional and the def2-TZVPD basis) of a 29-piece molecular cluster, C6H68ClNO32 overall.

ORCA input file:
```
! wB97M-V def2-TZVPD RIJCOSX def2/J DEFGRID3
* xyz 0 1
C -0.513 3.957 0.592
N 0.268 2.781 0.163
C 1.688 3.081 -0.132
C 2.577 2.411 0.938
C 3.493 1.330 0.338
Cl 3.948 0.170 1.640
C -0.345 2.081 -0.882
O -0.585 2.479 -1.981
O -0.629 0.754 -0.611
C -1.165 0.545 0.667
O -0.097 0.257 1.548
O -0.674 0.271 2.858
H 0.096 4.474 1.329
H -0.770 4.612 -0.244
H -1.405 3.623 1.121
H 1.959 2.735 -1.133
H 1.872 4.149 -0.143
H 1.953 1.937 1.691
H 3.157 3.178 1.443
H 4.402 1.816 0.000
H 3.010 0.791 -0.470
H -1.751 1.404 1.004
H -1.848 -0.305 0.641
H 0.058 0.562 3.410
O 6.556 1.398 3.190
H 5.859 0.891 2.752
H 7.352 0.882 3.032
O -1.200 -1.901 -1.531
H -1.899 -1.698 -2.166
H -0.758 -1.056 -1.370
O 4.259 5.005 -0.370
H 5.111 5.337 -0.670
H 3.708 5.792 -0.300
O 1.918 5.981 -2.200
H 1.008 5.673 -2.136
H 2.218 5.635 -3.048
O 6.640 -2.062 1.792
H 5.794 -1.686 2.060
H 6.798 -2.751 2.443
O -0.850 -0.825 -4.542
H -0.620 -1.187 -3.677
H -0.708 0.125 -4.446
O -3.409 2.036 2.921
H -4.259 1.705 3.232
H -2.778 1.371 3.218
O -1.936 -3.647 0.725
H -1.782 -4.546 0.410
H -1.422 -3.099 0.117
O 0.047 -5.830 0.296
H 0.279 -6.209 1.161
H 0.200 -4.887 0.403
O -4.024 4.986 3.877
H -3.882 4.093 3.540
H -3.494 5.543 3.300
O 4.411 -2.151 3.914
H 3.922 -2.977 3.973
H 3.941 -1.547 4.498
O -2.567 -7.564 0.027
H -1.788 -7.117 -0.331
H -3.165 -6.846 0.256
O -1.969 -0.559 5.283
H -2.831 -0.960 5.432
H -1.757 -0.776 4.368
O -0.643 -7.092 2.727
H -1.119 -7.928 2.727
H -1.094 -6.560 3.390
O 2.626 7.452 -4.700
H 2.945 7.466 -3.795
H 2.618 8.381 -4.945
O 2.716 10.005 -3.259
H 2.768 9.724 -2.341
H 2.953 10.938 -3.239
O 3.049 5.320 2.438
H 3.859 5.700 2.086
H 2.451 6.070 2.500
O 2.133 -8.081 1.340
H 1.286 -8.500 1.514
H 2.339 -8.314 0.426
O -5.703 0.022 2.410
H -6.562 -0.395 2.540
H -5.476 -0.172 1.496
O -3.664 -8.972 -2.178
H -4.465 -9.502 -2.131
H -3.389 -8.842 -1.256
O 2.683 7.943 1.156
H 2.041 8.060 0.448
H 3.114 8.799 1.237
O -6.498 1.025 5.074
H -7.365 0.651 5.252
H -6.309 0.803 4.153
O -2.509 -7.109 -4.197
H -2.973 -7.877 -3.833
H -1.638 -7.153 -3.794
O -3.693 -2.335 -3.721
H -3.546 -3.237 -4.025
H -3.167 -1.794 -4.323
O -2.479 -5.899 -7.191
H -2.262 -6.272 -6.326
H -2.311 -4.958 -7.097
O 4.441 -7.904 -0.532
H 4.898 -7.955 0.313
H 4.301 -6.962 -0.670
O -3.039 0.550 -6.138
H -3.884 0.226 -5.811
H -2.388 -0.088 -5.820
O -3.050 4.151 -1.785
H -3.689 3.669 -2.318
H -2.240 3.632 -1.852
*
```

Calculated values
- E_tot: -86855.89614 eV
- E_LUMO: -0.5 eV
- Gap between HOMO and LUMO: 0.3408 hartree

=====

8.
The following is a DFT calculation (the ωB97M-V functional and the def2-TZVPD basis) of C13H52FN20O13V as an isolated structure.

ORCA input file:
```
! wB97M-V def2-TZVPD RIJCOSX def2/J DEFGRID3
* xyz 1 4
V 0.192 0.532 -1.949
F 0.329 0.380 0.155
C -6.861 0.287 1.920
O -6.301 0.975 0.810
H -7.267 0.984 2.729
H -7.561 -0.379 1.456
H -6.047 -0.265 2.425
H -6.829 1.745 0.607
C 3.576 -0.307 0.855
O 2.342 -0.290 1.564
H 4.157 -1.080 1.350
H 3.450 -0.596 -0.150
H 4.000 0.663 0.904
H 1.593 -0.294 0.927
C 2.050 7.484 -0.712
O 1.836 6.158 -1.185
H 3.116 7.458 -0.394
H 1.834 8.232 -1.491
H 1.486 7.567 0.231
H 0.890 5.945 -1.109
C -2.626 -0.054 -1.424
O -1.583 -0.404 -2.077
N -3.857 -0.334 -1.846
N -2.683 0.508 -0.176
H -4.627 0.046 -1.380
H -3.974 -1.036 -2.593
H -1.891 1.065 0.122
H -3.581 0.817 0.097
C 3.007 -3.763 2.488
O 2.754 -3.995 1.260
N 2.582 -2.597 3.012
N 3.788 -4.578 3.322
H 2.147 -1.900 2.436
H 2.841 -2.270 3.928
H 4.117 -4.146 4.147
H 4.321 -5.294 2.875
C 1.685 -2.159 -1.261
O 1.238 -1.466 -2.184
N 2.818 -2.800 -1.368
N 0.997 -2.544 -0.250
H 3.003 -3.492 -0.696
H 3.113 -2.823 -2.347
H 0.026 -2.231 -0.159
H 1.370 -3.190 0.440
C -0.154 -0.187 -4.976
O -0.017 0.676 -4.127
N 0.020 -1.570 -4.813
N -0.406 0.209 -6.321
H 0.247 -1.892 -3.872
H 0.125 -2.298 -5.548
H -0.862 -0.468 -6.933
H -0.494 1.184 -6.543
C 3.705 0.027 5.272
O 3.500 -1.165 5.187
N 3.607 0.795 4.144
N 4.129 0.564 6.483
H 4.138 1.604 3.920
H 3.220 0.272 3.397
H 4.543 1.536 6.462
H 4.825 -0.021 6.892
C -1.584 -5.090 -2.778
O -1.370 -4.759 -3.928
N -2.895 -5.116 -2.255
N -0.574 -5.347 -1.899
H -3.569 -5.330 -2.967
H -2.960 -5.533 -1.311
H -0.852 -5.360 -0.958
H 0.340 -4.941 -2.070
C -1.170 2.617 2.262
O -1.037 3.313 1.250
N -1.855 3.167 3.420
N -0.807 1.321 2.309
H -1.759 4.163 3.623
H -1.850 2.573 4.262
H -0.634 0.932 3.198
H -0.164 0.873 1.651
C -2.471 -4.120 1.349
O -1.972 -5.141 0.872
N -2.448 -3.728 2.614
N -2.982 -3.213 0.535
H -2.650 -2.798 2.855
H -2.485 -4.496 3.285
H -3.848 -2.832 0.735
H -2.926 -3.435 -0.418
C 2.394 2.732 -1.592
O 1.900 1.785 -2.230
N 3.493 3.348 -2.144
N 1.999 3.193 -0.412
H 3.704 2.979 -3.080
H 3.723 4.319 -1.890
H 1.214 2.772 0.125
H 1.949 4.214 -0.400
C -1.189 3.483 -2.035
O -0.894 2.385 -1.549
N -1.228 3.612 -3.416
N -1.388 4.609 -1.338
H -1.426 2.797 -3.922
H -1.477 4.509 -3.781
H -1.239 4.432 -0.332
H -2.109 5.287 -1.574
*
```

Calculated values
- ⟨S²⟩: 3.753
- E_tot: -99157.77530 eV
- E_LUMO (alpha / beta): -1.8 / -1.8 eV
- Gap between HOMO and LUMO (alpha / beta): 0.2542 / 0.3497 hartree

=====

| no. | maximum force (hartree/bohr) |
| --- | --- |
| 1 | 0.067 |
| 2 | 0.011 |
| 3 | 0.047 |
| 4 | 0.052 |
| 5 | 0.139 |
| 6 | 0.007 |
| 7 | 0.024 |
| 8 | 0.096 |